{
  "formula": "C54H152N10O17",
  "method": "ωB97M-V/def2-TZVPD",
  "de_lowest_kcal_mol": 0.0,
  "symbols": ["O", "O", "O", "O", "O", "O", "O", "O", "O", "O", "O", "O", "O", "O", "O", "O", "O", "N", "N", "N", "N", "N", "N", "N", "N", "N", "N", "C", "C", "C", "C", "C", "C", "C", "C", "C", "C", "C", "C", "C", "C", "C", "C", "C", "C", "C", "C", "C", "C", "C", "C", "C", "C", "C", "C", "C", "C", "C", "C", "C", "C", "C", "C", "C", "C", "C", "C", "C", "C", "C", "C", "C", "C", "C", "C", "C", "C", "C", "C", "C", "C", "H", "H", "H", "H", "H", "H", "H", "H", "H", "H", "H", "H", "H", "H", "H", "H", "H", "H", "H", "H", "H", "H", "H", "H", "H", "H", "H", "H", "H", "H", "H", "H", "H", "H", "H", "H", "H", "H", "H", "H", "H", "H", "H", "H", "H", "H", "H", "H", "H", "H", "H", "H", "H", "H", "H", "H", "H", "H", "H", "H", "H", "H", "H", "H", "H", "H", "H", "H", "H", "H", "H", "H", "H", "H", "H", "H", "H", "H", "H", "H", "H", "H", "H", "H", "H", "H", "H", "H", "H", "H", "H", "H", "H", "H", "H", "H", "H", "H", "H", "H", "H", "H", "H", "H", "H", "H", "H", "H", "H", "H", "H", "H", "H", "H", "H", "H", "H", "H", "H", "H", "H", "H", "H", "H", "H", "H", "H", "H", "H", "H", "H", "H", "H", "H", "H", "H", "H", "H", "H", "H", "H", "H", "H", "H", "H", "H", "H", "H", "H", "H", "H", "H"],
  "xyz": [[3.71, -2.40, 3.41], [2.43, 1.95, -2.98], [-2.29, 8.65, 0.41], [0.33, -0.13, 5.50], [3.98, -1.52, 0.88], [-0.80, 3.85, 3.53], [-1.63, -2.77, 2.72], [-4.56, 4.80, 2.21], [-0.87, 1.97, -0.61], [-2.29, -2.28, -2.14], [-4.64, 1.46, -2.20], [1.15, -2.41, -5.26], [1.54, -5.98, 0.83], [0.21, -7.05, -4.04], [0.88, 3.99, -6.22], [5.71, -2.66, -3.69], [-4.29, -3.18, 2.42], [1.20, 3.26, 6.68], [3.07, -0.30, -4.56], [2.09, 5.87, -8.09], [1.74, -4.75, -1.57], [-7.41, -4.94, 1.00], [-4.16, 4.20, -4.71], [-1.75, -0.85, 0.16], [-1.71, 3.72, 6.11], [-3.66, 1.59, 0.41], [6.96, -2.26, 5.07], [-1.11, -7.53, -4.31], [-3.72, 0.49, -2.67], [0.47, -1.74, -0.07], [2.79, 4.66, -7.64], [-0.41, 0.04, 4.29], [1.70, -5.55, -2.73], [6.14, -4.13, 3.73], [-0.32, -0.59, -4.47], [0.43, 1.02, 6.33], [3.53, 2.85, -3.02], [-1.36, -5.12, 2.90], [0.18, 3.68, 2.42], [-6.59, -4.09, 1.89], [-1.79, 5.01, 5.44], [3.36, -1.56, -2.52], [-1.11, -3.83, 3.56], [4.36, 4.89, -7.68], [-3.38, 1.87, 2.78], [-2.43, -4.04, -0.60], [2.30, -5.12, 1.62], [1.29, 2.19, 5.73], [-0.35, 2.94, -1.48], [-4.04, 3.95, 1.23], [2.91, -6.54, -2.69], [2.31, -2.14, 3.81], [-0.15, 0.70, -0.90], [-5.08, -4.09, 1.63], [2.71, 1.78, 5.52], [6.40, -3.64, -4.40], [6.05, -2.61, 4.01], [-0.35, -0.41, 0.17], [-0.69, 5.00, 4.39], [0.38, 3.44, -5.03], [-6.00, 4.80, 2.43], [4.46, -0.22, 0.98], [-4.64, -1.84, 2.21], [2.50, -5.64, 3.06], [4.09, -0.93, -3.73], [-6.95, -4.53, 3.26], [-2.44, 7.24, 0.24], [4.81, -1.99, -4.56], [4.64, -2.16, 4.43], [-4.13, 2.39, 1.51], [-4.95, 2.37, -3.27], [-1.62, 6.15, 6.45], [3.31, 0.73, 1.38], [2.29, 4.19, -6.28], [-0.10, -2.10, -4.59], [-1.07, 6.64, 0.06], [-3.17, -3.25, -1.62], [0.25, -6.24, -2.89], [-3.88, 3.46, -3.50], [-3.72, 4.54, -2.39], [3.27, 4.09, -2.16], [2.89, 1.19, 4.62], [-1.02, -8.10, -5.23], [-3.32, 4.04, -1.51], [2.96, -7.18, -3.57], [-1.77, 3.06, 5.34], [0.12, 4.55, 1.77], [4.67, -1.12, 4.77], [3.85, -5.99, -2.61], [0.92, 0.83, -1.06], [5.77, -4.53, -4.36], [-6.49, -3.87, 4.00], [-2.79, 1.96, 0.06], [-2.91, 3.02, -3.73], [4.29, -2.62, 5.35], [-2.38, -5.39, 2.65], [1.55, -5.63, -0.06], [-3.56, 4.98, -4.91], [5.58, -4.59, 2.92], [-0.02, 2.74, 1.91], [-8.30, -5.13, 1.46], [1.20, 3.67, 2.82], [4.70, 0.08, -0.04], [-6.57, -5.53, 3.47], [-3.71, 2.41, 3.67], [-0.97, -2.46, -5.15], [-1.06, 3.77, -1.47], [-0.93, -5.91, 3.52], [0.93, 2.55, 4.76], [2.05, -2.57, 4.77], [1.70, -4.21, 1.69], [-6.61, 5.08, 1.57], [3.25, -4.92, 1.13], [2.46, -1.03, -4.89], [-0.59, -0.88, 3.74], [2.45, 6.58, -7.46], [1.14, -3.93, -1.56], [0.42, -2.55, 0.67], [-1.93, -1.77, -1.41], [2.74, 3.23, -6.00], [6.97, -1.25, 5.11], [7.16, -4.50, 3.80], [-0.76, 5.92, 3.80], [-3.55, -3.94, -2.38], [0.07, 0.76, 3.64], [1.77, 4.03, 6.37], [3.17, -5.04, 3.67], [7.89, -2.63, 4.94], [4.80, -0.22, -3.32], [3.78, 3.08, -4.06], [-8.03, -4.63, 3.39], [-2.43, 6.15, 7.18], [-3.01, 8.91, 1.00], [-3.46, 0.80, 2.99], [-4.73, -5.11, 1.76], [-0.59, 1.36, 6.52], [-0.69, 3.33, -5.21], [0.16, -6.82, -1.97], [-4.95, -3.86, 0.57], [-1.05, 5.55, 0.08], [-1.97, -1.40, 0.97], [-2.98, 5.30, -2.65], [-2.27, 0.00, 0.31], [-4.10, 3.62, -5.53], [-4.27, 1.68, -0.39], [-0.07, -0.04, 1.16], [-4.60, 4.17, 0.32], [-7.01, -5.86, 0.90], [2.86, -7.14, -1.79], [-1.41, -4.26, -0.90], [2.87, -6.66, 3.01], [1.12, 5.80, -7.85], [-6.98, -3.07, 1.84], [-1.62, -3.84, 4.52], [3.75, 1.73, 1.32], [5.43, -0.22, 1.47], [3.11, 1.29, 6.41], [4.43, 2.35, -2.65], [7.40, -3.87, -4.03], [-4.16, -0.18, -3.41], [3.30, 2.68, 5.32], [-0.03, -2.59, -3.62], [4.14, -2.67, -5.08], [-3.39, -0.13, -1.84], [-0.76, 3.61, 6.44], [0.46, 4.06, -4.14], [0.29, -2.26, -1.00], [4.76, 5.04, -8.68], [2.99, 3.74, -1.17], [2.73, -2.38, -2.85], [4.09, 4.80, -2.20], [-3.01, 4.30, 1.13], [-0.24, 0.00, -5.38], [-5.61, -1.53, 2.61], [-4.70, -1.53, 1.16], [-6.24, 3.77, 2.71], [-5.17, 2.11, 1.69], [-5.26, 1.89, -4.19], [-3.90, -1.19, 2.68], [2.67, -4.36, -1.50], [2.64, 1.10, -3.37], [2.39, 4.71, -2.33], [4.85, 3.99, -7.31], [1.55, -5.69, 3.59], [-4.02, -2.68, -1.26], [1.20, -3.35, -5.46], [-0.70, 6.03, 7.01], [3.46, -0.05, -5.46], [4.67, 5.66, -6.97], [-1.57, 7.13, 5.99], [2.55, 3.87, -8.35], [1.78, -4.86, -3.57], [-0.62, 0.36, -1.82], [0.56, 3.36, -1.05], [-1.49, -8.22, -3.57], [-0.06, -3.68, 3.81], [2.82, -0.84, -1.91], [3.00, 0.53, 2.41], [-2.55, -2.98, 2.53], [0.31, 4.97, 4.83], [2.18, -1.06, 3.81], [0.46, -0.20, -3.82], [-1.33, -0.42, -4.09], [-0.37, 6.91, 0.85], [-2.87, 6.75, 1.12], [-2.96, -4.98, -0.46], [1.64, 2.98, 7.54], [-6.30, 5.46, 3.24], [0.82, 2.44, -4.95], [-0.18, 2.60, -2.50], [-0.59, 7.02, -0.85], [2.50, 4.92, -5.50], [5.65, -4.55, 4.61], [-4.62, 5.13, -2.20], [-1.42, 0.33, 4.59], [-2.33, 2.14, 2.72], [-2.88, 0.98, -3.16], [1.58, -2.53, 3.10], [6.36, -2.10, 3.10], [-0.56, -5.53, -2.99], [-0.80, -5.29, 1.98], [6.70, -3.37, -5.41], [-2.75, 5.10, 4.93], [0.85, 0.74, 7.30], [5.34, -1.51, -5.38], [1.52, -1.46, -0.13], [4.12, -1.92, -1.82], [-1.80, -6.75, -4.64], [-2.49, -3.56, 0.38], [-3.04, 7.05, -0.65], [2.50, 0.64, 0.66], [-5.93, 2.77, -3.00], [4.02, -1.94, 1.74]]
}